{
  "formula": "C69H164N9O8",
  "method": "ωB97M-V/def2-TZVPD",
  "de_lowest_ev": 0.0000,
  "fmax_ev_per_a": 5.76,
  "charge": 7,
  "energy_ha": -3819.1398,
  "symbols": ["C", "C", "C", "O", "H", "H", "H", "H", "H", "H", "H", "C", "C", "C", "N", "C", "C", "C", "C", "C", "C", "H", "H", "H", "H", "H", "H", "H", "H", "H", "H", "H", "H", "H", "H", "H", "H", "H", "H", "H", "H", "C", "C", "C", "N", "C", "C", "C", "C", "C", "C", "H", "H", "H", "H", "H", "H", "H", "H", "H", "H", "H", "H", "H", "H", "H", "H", "H", "H", "H", "H", "C", "C", "C", "N", "C", "C", "C", "C", "C", "C", "H", "H", "H", "H", "H", "H", "H", "H", "H", "H", "H", "H", "H", "H", "H", "H", "H", "H", "H", "H", "C", "C", "C", "N", "C", "C", "C", "C", "C", "C", "H", "H", "H", "H", "H", "H", "H", "H", "H", "H", "H", "H", "H", "H", "H", "H", "H", "H", "H", "H", "C", "C", "C", "N", "C", "C", "C", "C", "C", "C", "H", "H", "H", "H", "H", "H", "H", "H", "H", "H", "H", "H", "H", "H", "H", "H", "H", "H", "H", "H", "C", "N", "C", "C", "C", "C", "O", "H", "H", "H", "H", "H", "H", "H", "H", "H", "H", "H", "H", "H", "H", "C", "N", "C", "C", "C", "C", "O", "H", "H", "H", "H", "H", "H", "H", "H", "H", "H", "H", "H", "H", "H", "C", "N", "C", "C", "C", "C", "O", "H", "H", "H", "H", "H", "H", "H", "H", "H", "H", "H", "H", "H", "H", "C", "N", "C", "C", "C", "C", "O", "H", "H", "H", "H", "H", "H", "H", "H", "H", "H", "H", "H", "H", "H", "O", "C", "O", "O", "H"],
  "coordinates": [[-4.373470, -4.510300, 18.629990], [-5.222630, -3.412650, 19.274130], [-6.187140, -2.851610, 18.154810], [-6.019870, -3.637960, 20.372990], [-5.006490, -5.286320, 18.199700], [-3.590930, -4.942360, 19.253750], [-3.761600, -4.277620, 17.758450], [-4.609060, -2.552010, 19.540460], [-6.804990, -2.016840, 18.485750], [-6.727570, -3.708170, 17.751870], [-5.559640, -2.453920, 17.357200], [7.797940, -5.008270, 16.299660], [7.737160, -5.514930, 17.753440], [6.643820, -4.668050, 18.559610], [6.102360, -5.228010, 19.845240], [5.159930, -4.038690, 20.355530], [4.248270, -4.450270, 21.472410], [3.510580, -5.677030, 21.061310], [4.406850, -6.862980, 20.695490], [5.323040, -6.596390, 19.603600], [7.229220, -5.462710, 20.857330], [6.879480, -5.233420, 15.757580], [8.561260, -5.548060, 15.739250], [8.041080, -3.961910, 16.115010], [8.664430, -5.395750, 18.313860], [7.494950, -6.577450, 17.775390], [5.809630, -4.429080, 17.899970], [7.091670, -3.709460, 18.821620], [4.410410, -3.713960, 19.633820], [5.748130, -3.181090, 20.682110], [3.604110, -3.672560, 21.882700], [4.837130, -4.514130, 22.387430], [2.832200, -5.380610, 20.261280], [2.848460, -5.927600, 21.890120], [3.809110, -7.757230, 20.519060], [5.065360, -7.136450, 21.519910], [4.827960, -6.501590, 18.637160], [6.163470, -7.281060, 19.489560], [7.883540, -4.606360, 21.020500], [7.796070, -6.291380, 20.432970], [6.671170, -5.794020, 21.733060], [-1.553090, 0.008800, 26.208610], [-0.623100, -0.688270, 27.213290], [0.252890, 0.269170, 27.968370], [0.956970, -0.152300, 29.308510], [-0.145750, -0.618490, 30.361560], [-1.034470, 0.549430, 30.760870], [-0.278470, 1.714430, 31.287980], [0.839460, 2.159080, 30.293290], [1.776060, 0.957160, 29.923970], [1.811930, -1.307460, 29.156910], [-2.196730, -0.677590, 25.658420], [-1.002670, 0.526610, 25.423110], [-2.098440, 0.753160, 26.788800], [-0.109400, -1.473660, 26.658890], [-1.250270, -1.143420, 27.979840], [-0.218140, 1.250120, 28.031420], [1.138520, 0.387370, 27.344030], [-0.528600, -1.577410, 30.012290], [0.469450, -0.808380, 31.241090], [-1.663930, 0.815840, 29.911800], [-1.699260, 0.373570, 31.606580], [-0.984110, 2.502390, 31.551200], [0.226010, 1.359840, 32.186780], [0.362270, 2.556480, 29.397490], [1.480990, 2.928160, 30.723480], [2.529660, 1.277320, 29.204470], [2.281480, 0.570860, 30.809080], [1.216910, -2.175270, 28.872370], [2.348780, -1.601600, 30.058790], [2.470260, -1.133050, 28.305860], [-5.017060, -10.444120, 21.130490], [-6.465480, -10.672220, 20.547370], [-7.469370, -9.805290, 21.415930], [-8.919390, -9.668210, 20.875220], [-9.717380, -8.917220, 21.974860], [-9.900960, -9.715330, 23.256230], [-10.578930, -10.994550, 23.024180], [-9.898180, -11.797600, 21.930470], [-9.639880, -11.020810, 20.573640], [-8.915490, -8.736650, 19.580650], [-4.627230, -9.492390, 20.769460], [-4.406840, -11.312040, 20.880600], [-5.154330, -10.418720, 22.211520], [-6.860020, -11.673570, 20.719810], [-6.603240, -10.500390, 19.479850], [-7.106280, -8.777570, 21.423880], [-7.641730, -10.368520, 22.333080], [-9.276980, -7.920160, 21.978880], [-10.624320, -8.585980, 21.469050], [-9.005060, -9.886610, 23.853000], [-10.548770, -9.019160, 23.788950], [-10.662810, -11.673470, 23.872790], [-11.582560, -10.762460, 22.667870], [-8.891840, -11.883120, 22.340410], [-10.450110, -12.734820, 21.859200], [-8.999140, -11.561480, 19.877050], [-10.521730, -10.832030, 19.961430], [-8.488180, -8.995770, 18.611950], [-8.458930, -7.809520, 19.927170], [-9.988030, -8.711460, 19.388000], [-11.911850, 8.431200, 22.425800], [-10.712260, 7.482790, 22.382210], [-9.391290, 8.157830, 22.889790], [-8.119280, 7.192740, 22.720760], [-8.361460, 5.783500, 23.419620], [-7.162080, 4.819430, 23.129370], [-6.975940, 4.526840, 21.687210], [-6.836630, 5.822740, 20.857590], [-7.882980, 6.889630, 21.156830], [-7.016430, 7.980040, 23.438760], [-11.693560, 9.441070, 22.078490], [-12.251940, 8.344540, 23.457750], [-12.840360, 8.224160, 21.893720], [-10.617620, 7.402760, 21.299280], [-10.902990, 6.481150, 22.767510], [-9.506940, 8.380010, 23.950630], [-9.330320, 9.072580, 22.300210], [-9.193300, 5.442770, 22.803150], [-8.761760, 6.031950, 24.402550], [-7.314800, 3.811370, 23.514850], [-6.278510, 5.144350, 23.678750], [-7.904160, 4.025710, 21.412650], [-6.193210, 3.819100, 21.414180], [-7.174310, 5.514340, 19.868160], [-5.860250, 6.228900, 20.593340], [-8.832090, 6.430710, 20.879920], [-7.754500, 7.859190, 20.675640], [-6.104510, 7.383420, 23.415280], [-7.262130, 8.131670, 24.489830], [-6.912170, 8.987410, 23.035730], [-4.477640, -6.883330, 12.701120], [-4.924140, -8.351590, 12.676520], [-3.748510, -9.296900, 12.133970], [-4.185040, -10.786620, 12.084290], [-3.142840, -11.666030, 11.232430], [-1.725260, -11.621370, 11.869910], [-1.877940, -12.295400, 13.278940], [-2.858340, -11.488250, 14.184580], [-4.228880, -11.400000, 13.527690], [-5.504250, -11.033250, 11.257650], [-3.670100, -6.783230, 13.426350], [-5.334670, -6.275820, 12.991850], [-4.215230, -6.532920, 11.702890], [-5.826680, -8.489440, 12.081100], [-5.145970, -8.609930, 13.711960], [-2.986710, -9.240770, 12.911540], [-3.479360, -8.876160, 11.165140], [-3.255790, -11.232550, 10.238740], [-3.552560, -12.674700, 11.179330], [-1.423480, -10.583380, 12.009900], [-0.949360, -12.138410, 11.305330], [-0.907010, -12.299390, 13.774310], [-2.207450, -13.326870, 13.154030], [-2.574510, -10.459390, 14.405910], [-2.901780, -11.914270, 15.186940], [-4.816960, -10.686650, 14.105090], [-4.732160, -12.366140, 13.564830], [-5.632370, -12.081630, 10.988220], [-5.474420, -10.386890, 10.380480], [-6.292890, -10.767620, 11.961630], [-13.413430, -1.686190, 14.277220], [-12.991230, -3.195880, 14.244730], [-12.823370, -3.499060, 12.696960], [-11.556170, -3.493630, 14.765760], [-14.043660, -4.133720, 14.841860], [-14.459140, -3.930060, 16.338690], [-13.413050, -4.401640, 17.180450], [-13.488290, -1.422550, 15.332200], [-14.409220, -1.729970, 13.836100], [-12.736310, -1.042020, 13.716280], [-12.115430, -2.817950, 12.224730], [-13.787420, -3.294990, 12.231060], [-12.501370, -4.539650, 12.657130], [-11.329610, -4.558730, 14.814090], [-11.400540, -3.289470, 15.825090], [-10.823490, -2.962100, 14.158500], [-13.547740, -5.102270, 14.778140], [-14.860790, -4.160740, 14.120980], [-15.232490, -4.665970, 16.558840], [-14.584990, -2.879650, 16.601160], [-13.714000, -4.501950, 18.086520], [-1.836470, -8.191740, 27.281740], [-3.036610, -8.289420, 28.281950], [-3.254280, -9.724350, 28.824810], [-2.860170, -7.391330, 29.470130], [-4.437850, -7.953880, 27.680150], [-4.543570, -6.604190, 26.917750], [-4.063370, -6.760870, 25.637690], [-2.139930, -8.868190, 26.482730], [-0.972220, -8.678680, 27.733470], [-1.949450, -7.110040, 27.209300], [-3.519390, -10.443710, 28.049980], [-4.157020, -9.738180, 29.435520], [-2.330320, -9.943180, 29.360060], [-3.047110, -6.362330, 29.163020], [-1.887870, -7.456030, 29.958550], [-3.623100, -7.647420, 30.205290], [-5.202940, -7.921980, 28.455870], [-4.863430, -8.771060, 27.097750], [-4.100790, -5.688010, 27.308460], [-5.598280, -6.332220, 26.959410], [-4.419810, -6.066860, 25.078300], [0.047150, 5.498820, 17.350020], [0.468720, 4.091570, 17.019420], [1.867530, 4.096520, 16.389560], [0.556520, 3.119300, 18.174940], [-0.405800, 3.440310, 15.915460], [-1.962580, 3.355380, 16.216570], [-2.586940, 4.657090, 15.909970], [-0.718360, 5.526940, 18.125460], [-0.163570, 5.870690, 16.347320], [0.925480, 6.094350, 17.598970], [1.849680, 4.783710, 15.543660], [2.050760, 3.109110, 15.965840], [2.502650, 4.465550, 17.194880], [1.284770, 3.491670, 18.895420], [0.707050, 2.089810, 17.849980], [-0.390020, 3.173170, 18.712760], [-0.052410, 2.418010, 15.780840], [-0.115000, 3.921710, 14.981760], [-2.228120, 3.088610, 17.239520], [-2.434550, 2.535030, 15.675860], [-2.442440, 4.952570, 15.008080], [-12.906450, -0.724680, 26.917450], [-11.870910, -1.487520, 26.031240], [-10.404450, -0.887660, 26.308490], [-11.871150, -3.026600, 26.224500], [-12.199530, -1.062240, 24.525400], [-11.303810, -1.566280, 23.443060], [-10.268230, -0.604420, 23.303720], [-13.871840, -1.130760, 26.615440], [-12.769670, 0.348810, 26.787020], [-12.678880, -1.048840, 27.932940], [-10.449330, 0.175290, 26.071340], [-9.779730, -1.442200, 25.608270], [-10.038380, -1.131790, 27.305730], [-11.077640, -3.411240, 25.583800], [-12.825850, -3.512390, 26.022860], [-11.628270, -3.345500, 27.238110], [-12.429600, -0.004650, 24.654500], [-13.142750, -1.591440, 24.389830], [-11.817380, -1.742000, 22.497830], [-10.944800, -2.569130, 23.674380], [-9.503610, -1.093100, 22.990420], [1.772230, -3.783300, 16.337780], [1.784330, -2.755590, 15.490950], [2.640220, -1.857580, 15.562500], [0.826510, -2.562530, 14.787980], [0.813280, -3.809200, 16.301080]],
  "forces_ev_per_a": [[0.445, -0.664, -0.216], [-2.331, 1.678, 0.096], [1.611, -0.250, -0.294], [0.556, -1.452, 0.168], [-0.327, -0.456, 0.488], [-0.419, -0.256, 0.687], [-0.161, 1.094, -0.254], [1.028, 0.331, -0.252], [-0.198, -0.403, 0.340], [-0.511, 0.141, 0.041], [0.035, 0.074, -0.515], [0.304, -0.592, -0.339], [-1.166, 1.135, 0.963], [1.139, -0.493, -1.305], [-0.923, 1.578, 0.109], [-0.563, -0.226, 0.361], [1.406, -0.043, 1.524], [-0.926, -0.421, 0.759], [-0.586, -0.314, 1.767], [1.794, 1.993, -1.802], [-1.402, -0.769, -0.817], [-0.211, 0.113, 0.223], [0.143, -0.159, 0.214], [-0.157, 0.118, 0.611], [0.246, -0.013, -0.359], [-0.100, -0.021, -0.156], [-0.184, -0.261, 0.123], [0.063, -0.011, 0.038], [0.931, -0.227, -1.162], [0.527, -0.300, -0.510], [-0.418, 0.445, -1.156], [0.372, -1.114, 0.227], [0.065, -0.280, -0.413], [-0.026, -0.464, -0.019], [0.035, 0.048, -0.308], [-0.410, 0.027, 0.637], [0.061, 0.271, -0.046], [-0.383, -0.323, 0.081], [-0.451, 0.112, -0.117], [0.165, 0.094, 0.284], [0.715, 0.159, 0.299], [0.570, 0.550, 0.334], [-1.098, -1.023, 0.423], [2.582, 0.370, -0.709], [-2.881, -0.202, 1.193], [1.603, 1.187, 0.631], [-1.230, -0.590, -0.742], [2.008, 0.510, -0.611], [-0.037, -0.721, 0.496], [-1.386, 1.557, -0.180], [0.422, -1.451, -1.535], [-0.149, -0.081, 0.488], [0.234, 0.150, 0.142], [-0.490, 0.022, -0.421], [0.431, -0.038, 0.459], [-0.328, -0.493, -0.230], [0.079, -0.283, 0.633], [0.116, 0.578, -0.119], [-0.411, 0.457, -0.104], [0.089, -0.433, 0.035], [-0.200, 0.187, -0.053], [-0.251, -1.128, -0.326], [0.328, 0.145, -0.047], [-0.038, 0.307, 0.355], [0.266, 0.191, -0.011], [-0.127, 0.068, -0.046], [-0.027, -0.173, -0.096], [-0.148, -0.181, -0.065], [-0.167, 0.038, -0.010], [0.003, 0.561, -0.011], [0.406, 0.047, 0.294], [-1.893, -0.568, -0.572], [-1.160, 0.502, 1.212], [-0.317, -1.038, -1.914], [0.444, -0.040, -1.412], [0.800, 0.148, -2.082], [0.218, 1.893, 0.362], [-1.662, -0.903, -1.450], [0.954, 1.279, -0.543], [0.277, -0.044, 0.812], [-1.168, -0.543, 1.694], [0.216, -0.213, 0.065], [0.223, 0.363, -0.063], [0.382, 0.091, 0.086], [0.678, -0.400, -0.091], [0.373, 0.343, -0.002], [-0.073, -0.063, 0.832], [0.711, 0.862, 0.293], [0.829, -0.190, 1.005], [-0.748, -0.971, 0.232], [0.242, 0.488, -0.191], [0.027, -0.209, 0.681], [0.009, 0.459, 0.263], [-0.388, -0.181, 0.231], [0.164, -1.209, -0.160], [0.586, -0.081, -0.635], [0.264, -0.157, 0.374], [-0.283, 0.466, 0.476], [0.650, -1.065, 0.663], [-0.372, 0.139, -0.189], [0.038, 0.814, -0.036], [-0.589, -0.078, 1.732], [0.463, 0.608, -2.122], [-1.431, -2.250, -0.422], [-0.370, 0.953, 0.205], [0.121, 1.076, -2.338], [0.062, -0.065, 2.214], [-0.127, 1.485, -1.188], [-0.587, -0.132, -1.361], [-0.386, -0.139, 2.149], [-0.055, -0.880, -0.320], [0.366, 0.093, 0.567], [-0.128, 1.144, 0.242], [0.485, -0.973, -0.557], [0.577, -0.673, -0.176], [-0.167, 0.310, 0.294], [0.460, 0.041, 0.002], [0.907, -0.094, 0.121], [-0.119, -0.332, 0.342], [0.681, -0.452, 0.233], [-0.678, 0.215, 0.844], [0.208, 0.268, -0.283], [-0.140, 0.048, -0.492], [0.187, 0.156, 0.478], [0.069, 0.031, -0.387], [0.314, -0.132, 0.995], [-0.106, 0.484, 0.007], [0.135, -0.188, -0.010], [0.080, 0.366, -0.289], [-0.407, -0.338, -0.055], [0.112, -0.322, -0.460], [-0.482, -0.578, -0.330], [0.959, -0.753, -0.287], [-2.431, 0.393, 1.470], [0.839, -2.088, -1.317], [0.325, 1.310, 0.502], [-1.481, -0.436, 1.109], [0.415, 1.445, 0.046], [0.260, -0.266, -1.027], [-0.440, 1.027, 0.032], [0.669, 0.834, 1.941], [0.054, 0.389, -0.245], [0.150, 0.055, 0.276], [0.403, -0.003, 0.110], [0.045, 0.063, -0.036], [-0.172, -0.270, -0.022], [0.335, 0.027, -0.715], [0.400, -0.741, -0.064], [0.448, 0.014, -0.028], [0.030, 0.046, 0.322], [0.169, -0.032, -0.180], [-0.367, 0.027, -0.301], [0.031, -0.199, -0.079], [-0.088, -0.009, 0.131], [0.738, -0.015, -0.314], [-0.467, -0.396, -0.156], [-0.317, -0.151, -0.102], [-0.071, 0.062, -0.741], [0.442, 0.124, 0.095], [-0.040, -0.088, 0.161], [-0.232, 0.155, -0.432], [-0.202, -1.961, 0.880], [1.897, 0.845, -1.596], [-0.906, -0.049, 1.384], [-0.483, 0.233, 0.933], [0.828, -0.044, 0.368], [1.120, -0.629, -0.428], [1.439, -0.061, -0.325], [0.109, 0.289, -0.226], [0.079, 0.445, -0.018], [0.052, -0.366, 0.117], [0.207, -0.100, 0.523], [-0.025, -0.446, 0.028], [-0.176, 0.162, -0.400], [-0.495, -0.159, -0.952], [-0.573, 0.872, -0.042], [-0.277, -0.026, 0.036], [-0.178, -0.155, 0.087], [-0.264, 0.289, 0.393], [-1.017, 0.920, -0.589], [-0.999, -0.100, -0.268], [-0.259, 0.087, -0.079], [-2.728, -0.633, 1.557], [-1.919, -2.004, 0.615], [0.331, 0.748, -0.198], [-0.318, 0.309, 0.124], [0.331, 1.573, -0.133], [-0.546, -0.314, 0.686], [0.281, -0.515, -1.294], [0.068, 0.864, -0.588], [0.114, 0.804, 0.327], [1.462, -0.196, -1.298], [0.747, 0.251, -0.420], [0.409, 0.345, 0.500], [-0.365, -0.500, 0.084], [0.203, -0.067, -0.074], [0.076, -0.320, -0.420], [0.066, -0.057, -0.072], [0.699, 0.186, 0.821], [0.929, -0.024, -0.639], [0.561, -0.347, 1.065], [-0.434, -0.346, -0.258], [0.087, 0.071, -0.293], [0.994, -0.381, -0.993], [0.580, -2.045, -1.033], [-1.005, 0.683, 0.156], [-0.997, 1.120, 0.661], [-1.183, -0.690, 0.981], [0.686, 2.078, -1.301], [0.255, -1.363, 1.318], [-0.096, 0.061, -0.557], [-1.019, 0.403, 0.440], [0.077, -0.351, 0.673], [0.078, 0.210, 0.189], [0.374, -0.017, 0.579], [0.463, -0.399, -0.451], [0.321, -0.239, -0.318], [0.364, 0.320, -0.167], [-0.155, -0.130, -0.152], [0.217, -0.058, 0.353], [-0.636, 0.396, 0.055], [0.416, 0.567, 0.240], [0.335, 0.132, -0.646], [0.124, -0.456, -0.271], [1.165, -1.923, -0.467], [1.411, 1.089, -0.150], [-1.503, -1.614, -0.568], [0.368, 0.907, 0.019], [-1.834, -1.765, 1.927], [0.734, 0.770, 0.177], [0.239, -0.700, -0.105], [-0.100, 0.491, 0.104], [-0.169, -0.239, -0.066], [-0.168, 0.300, 0.043], [0.085, -0.240, 0.144], [0.059, 0.429, -0.044], [-0.567, 0.243, 0.137], [-0.265, -0.026, -0.062], [-0.117, 0.570, -0.447], [0.134, 0.717, 0.184], [0.501, -0.003, -0.766], [-0.350, 0.260, -0.022], [-0.473, 0.505, 0.012], [0.316, -0.039, 0.345], [0.428, 0.295, -0.349], [-0.009, -1.714, 1.505], [2.435, 5.191, -0.566], [2.663, -0.515, 1.290], [-4.462, -1.535, -2.264], [-0.680, -1.347, 0.423]],
  "lowdin_charge": [-0.113, -0.704, -0.122, -0.420, 0.047, 0.051, 0.057, 0.087, 0.047, 0.043, 0.046, -0.088, -0.190, -0.139, -0.211, -0.083, -0.224, -0.180, -0.177, -0.085, 0.045, 0.082, 0.081, 0.085, 0.104, 0.099, 0.133, 0.131, 0.143, 0.138, 0.127, 0.112, 0.129, 0.116, 0.135, 0.119, 0.149, 0.129, 0.121, 0.106, 0.092, -0.081, -0.243, -0.106, -0.254, -0.060, -0.192, -0.177, -0.120, -0.083, -0.029, 0.082, 0.083, 0.077, 0.117, 0.101, 0.120, 0.136, 0.122, 0.134, 0.114, 0.135, 0.132, 0.127, 0.101, 0.128, 0.142, 0.143, 0.105, 0.127, 0.121, -0.063, -0.194, -0.113, -0.234, -0.106, -0.186, -0.212, -0.124, -0.053, 0.052, 0.081, 0.080, 0.068, 0.097, 0.101, 0.133, 0.103, 0.129, 0.132, 0.121, 0.128, 0.136, 0.129, 0.101, 0.136, 0.121, 0.128, 0.104, 0.103, 0.092, -0.089, -0.244, -0.078, -0.209, -0.045, -0.183, -0.191, -0.159, -0.057, 0.014, 0.090, 0.081, 0.087, 0.097, 0.102, 0.131, 0.136, 0.100, 0.138, 0.118, 0.111, 0.120, 0.127, 0.119, 0.120, 0.112, 0.143, 0.094, 0.105, 0.112, -0.089, -0.226, -0.081, -0.207, -0.074, -0.128, -0.155, -0.168, -0.104, 0.036, 0.086, 0.078, 0.084, 0.097, 0.093, 0.108, 0.143, 0.127, 0.127, 0.106, 0.128, 0.115, 0.119, 0.104, 0.122, 0.109, 0.139, 0.105, 0.112, 0.094, 0.051, -0.305, 0.029, 0.007, -0.074, -0.179, -0.088, 0.094, 0.110, 0.111, 0.107, 0.108, 0.108, 0.103, 0.095, 0.106, 0.131, 0.140, 0.137, 0.116, 0.093, 0.085, -0.333, 0.023, -0.005, -0.080, -0.268, -0.043, 0.113, 0.113, 0.101, 0.111, 0.108, 0.117, 0.095, 0.120, 0.113, 0.132, 0.140, 0.119, 0.125, 0.110, 0.033, -0.356, 0.027, 0.009, -0.077, -0.147, -0.087, 0.115, 0.110, 0.108, 0.114, 0.121, 0.113, 0.110, 0.121, 0.093, 0.132, 0.136, 0.110, 0.123, 0.089, 0.041, -0.295, 0.050, 0.020, -0.079, -0.234, -0.051, 0.111, 0.108, 0.109, 0.106, 0.084, 0.103, 0.085, 0.111, 0.106, 0.137, 0.132, 0.135, 0.116, 0.104, 0.038, -0.985, -0.088, -0.040, 0.077]
}